The following is a DFT calculation (ωB97M-V/def2-TZVPD) of a molecular structure, C32H74CdF6NO20S2 at a distorted geometry.

- Total charge: -1
- HOMO energy: -4.5 eV
- ΔE to the lowest compared entry with this formula, charge and spin: 0.00 kcal/mol

```
136
Properties=species:S:1:pos:R:3:forces:R:3
Cd -1.92326 -1.51462 1.53471 -1.6592 0.1558 -1.3641
C -2.44563 -3.57544 5.05618 0.2883 2.4732 -5.4959
C -2.04137 -2.99340 3.75075 -0.3785 -1.8837 3.9068
C -0.53184 -2.68172 3.48985 2.1763 -2.6505 3.5542
O -0.20793 -2.05605 2.46730 1.7517 0.4319 -0.4354
C 0.46289 -3.19009 4.42759 -3.2538 1.8747 -4.1703
C -0.00249 -3.79242 5.56197 3.6479 -0.7276 4.2341
C -1.45906 -3.99944 5.89708 -1.0834 -1.4740 5.0244
O -1.83526 -4.45325 7.04815 1.7915 0.7236 -2.6887
O 0.90164 -4.01121 6.44783 -2.4353 -0.3778 -1.0611
O -2.87248 -2.73797 2.82945 -1.4398 -0.4475 0.7828
H -3.48748 -3.63712 5.33396 0.0011 -0.1789 -0.1596
H 1.51266 -2.97793 4.28838 -0.0708 -0.0176 0.0000
C -1.12920 2.50783 0.31008 -0.0137 -0.8725 -0.3509
F -2.13892 2.15720 -0.51085 0.3165 0.2839 1.0710
F -0.42084 3.43509 -0.29893 0.1839 0.0859 0.1238
F -1.55576 2.98781 1.49157 -0.1054 -0.4847 -1.0833
S 0.02543 0.98570 0.65488 1.6212 -0.3765 3.2836
O 1.27727 1.22427 -0.07672 -2.0944 -0.5466 1.1849
O 0.14039 0.99634 2.14488 -0.6792 -0.2799 -3.5930
N -0.86600 -0.50973 0.15359 2.9216 4.9621 -1.5146
S -0.39083 -0.73387 -1.34845 0.6292 -0.8999 -4.5637
O -1.24807 -1.65274 -2.08047 0.3592 0.3508 1.5278
O -0.11011 0.48333 -2.12096 -0.1880 -1.2438 1.4541
C 1.32542 -1.79908 -1.16624 -1.2613 0.8233 -1.5153
F 1.48052 -2.00965 0.11050 0.3105 -0.6862 0.2488
F 1.12231 -2.97461 -1.88305 0.7996 1.8966 1.2616
F 2.42415 -1.15104 -1.63407 -1.2628 -0.8773 0.1213
C -2.29593 -4.59407 -2.96634 -1.2749 -0.8563 -1.3855
C -3.77519 -4.30905 -2.62686 0.9692 -0.0984 -0.0567
O -3.92113 -4.48070 -1.22903 -0.3503 0.2720 0.7451
H -1.87521 -5.38071 -2.34000 0.1259 0.5912 0.5268
H -1.70906 -3.69222 -3.14056 0.0831 -0.3076 0.6461
H -2.33687 -5.14127 -3.90814 0.2015 0.2373 -0.5257
H -4.50524 -4.97142 -3.09206 0.3447 -0.2838 -0.4175
H -4.02017 -3.30354 -2.96895 -0.0972 0.2621 0.2797
H -4.82334 -4.76086 -1.05836 0.0072 0.1092 0.2494
C -1.34791 4.89433 5.78151 0.0605 -0.4622 0.1928
C -2.20820 5.30300 4.62291 0.4745 -0.7333 -0.5097
O -1.92003 6.61371 4.20314 -0.4353 0.5467 -0.0400
H -1.42730 5.45162 6.71491 -0.1624 0.0807 -0.1488
H -0.33961 4.96469 5.37350 0.3512 0.0297 0.4846
H -1.52663 3.83264 5.95170 0.0685 -0.0678 0.3346
H -3.27878 5.11440 4.70279 0.0086 0.4886 0.2428
H -1.82281 4.63404 3.85345 -0.5202 -0.3422 -0.5281
H -0.96646 6.60199 4.09280 0.1722 0.4183 -0.1270
C 3.71821 -2.67205 -4.37850 -0.9526 0.4308 -0.3923
C 4.54924 -1.40559 -4.63301 -2.3129 -1.1904 -0.5076
O 5.76525 -1.66197 -4.07998 2.5669 0.1245 0.9752
H 3.80850 -3.00611 -3.34489 0.7137 -0.2590 -0.1588
H 3.93560 -3.41350 -5.14732 0.2389 -0.3671 0.4787
H 2.64139 -2.50812 -4.41951 -0.0919 0.4130 -0.4281
H 4.00189 -0.57982 -4.17847 0.3223 0.4883 -0.0326
H 4.70322 -1.26767 -5.70322 -0.6040 0.3382 -0.1919
H 6.44202 -1.31507 -4.66585 0.1545 0.0309 0.2899
C 2.55710 3.59581 2.52879 -0.0045 -2.0284 1.6814
C 2.93997 4.82066 1.86982 0.0337 0.8713 -1.2831
O 2.85218 5.87314 2.77874 0.0038 1.1797 0.6135
H 3.13033 3.52417 3.45311 0.5178 -0.2752 -0.0779
H 2.80065 2.74517 1.89224 -0.3934 0.0609 0.1322
H 1.55329 3.49950 2.94253 -0.4108 0.2695 -0.7511
H 2.29401 5.03135 1.01750 -0.0344 -0.0395 -0.3889
H 3.97083 4.74631 1.52358 0.1368 -0.1872 -0.2641
H 3.25404 6.61874 2.32685 -0.0854 0.3370 0.3039
C 3.32535 -4.74025 -0.05705 -0.1112 1.0522 0.6571
C 3.33964 -6.23794 0.05318 0.8604 0.6756 -1.4810
O 1.99397 -6.66845 -0.07097 0.3188 -0.8571 0.6787
H 4.18273 -4.24887 0.40290 0.1988 -0.0776 -0.0819
H 2.44883 -4.40504 0.49743 0.0506 0.1886 0.1510
H 3.19937 -4.33704 -1.06186 0.0876 -0.3661 -0.1383
H 3.91329 -6.56488 0.92044 -0.6498 -0.1780 0.4655
H 3.91821 -6.62662 -0.78484 -0.1434 -0.3213 -0.2044
H 1.75152 -6.89377 0.83016 -0.5302 -0.1145 0.0018
C -1.31077 -5.69256 0.62412 0.6200 -0.9658 0.7453
C -0.72281 -4.37176 0.16432 -0.0087 -1.8884 0.2347
O -1.74713 -3.41316 0.43637 0.9676 -0.9534 -1.5965
H -2.04533 -6.13868 -0.04633 -0.2029 0.4635 -0.2032
H -1.76166 -5.59771 1.61195 0.0285 0.0034 0.0857
H -0.52987 -6.45103 0.67894 0.1304 -0.0164 0.1138
H -0.49316 -4.58762 -0.87912 -0.0933 1.1187 -0.3336
H 0.23076 -4.17956 0.65612 -0.4508 0.5205 0.3133
H -2.49052 -3.90466 0.07944 -1.0819 0.4776 -0.1933
C -3.94670 1.50994 4.08733 -0.1356 0.5110 -0.6292
C -3.66005 0.17784 3.43221 -1.4875 0.4448 0.8606
O -2.30614 0.04704 2.99568 -1.7960 1.2251 0.9923
H -4.80124 1.35817 4.74675 0.2822 0.3051 0.3642
H -4.28273 2.18874 3.30349 0.1813 0.4112 0.1351
H -3.06940 1.95341 4.55828 -0.1695 -0.0396 0.4357
H -4.42365 0.18383 2.65440 0.7625 -0.7306 -0.8590
H -4.01764 -0.56591 4.14429 0.8728 -0.7032 -0.1719
H -1.81383 0.38976 3.74519 0.8746 -0.1175 -0.1807
C 5.38998 -1.39857 2.07037 -0.8803 0.3714 -0.2099
C 4.15058 -0.53472 1.81594 0.1509 -1.5282 -0.4225
O 4.53674 0.80800 1.97778 -0.6717 0.0460 -0.3299
H 5.05130 -2.40938 2.29762 0.3808 -0.0822 0.0793
H 6.00500 -0.96681 2.85995 -0.1424 -0.2272 0.1515
H 5.96044 -1.37957 1.14176 0.2251 -0.2297 0.1208
H 3.21814 -0.83489 2.29402 0.2711 0.3015 1.6000
H 3.77010 -0.83254 0.83888 0.6011 0.7541 -1.0573
H 3.73770 1.29876 1.77215 0.1095 0.3837 0.0421
C -1.24742 6.09187 -1.86016 -1.9021 -0.7639 0.7156
C -1.70427 5.77509 -3.34632 1.0235 0.4586 2.3454
O -0.87884 6.53707 -4.13431 1.0254 0.5764 -1.5341
H -0.33672 5.60717 -1.50832 0.5492 0.1491 -0.9400
H -1.91734 5.62384 -1.13887 -0.6433 -0.1499 0.0161
H -1.24487 7.12920 -1.52546 0.1299 0.2026 -0.7059
H -2.70062 6.05547 -3.68803 -0.3036 -0.3296 0.8723
H -1.48917 4.71227 -3.45698 -0.5373 -0.3013 -0.3575
H -0.00616 6.16640 -3.98389 0.6268 0.2545 -0.5285
C -4.76400 4.34655 -0.37393 0.9954 0.9583 1.8594
C -4.25891 4.99339 0.97836 -0.1476 0.8270 -0.8688
O -4.65060 6.38216 1.04540 -0.1879 -0.3473 -0.1978
H -4.36886 4.81501 -1.27533 0.1034 0.2154 0.2145
H -5.83891 4.51840 -0.31801 -0.0508 -0.6389 -0.3691
H -4.40157 3.31900 -0.34392 -0.6770 -0.2093 -0.1976
H -3.18586 4.99328 1.16985 0.1347 -0.5669 -0.4304
H -4.72652 4.47962 1.81829 -0.1143 -0.2149 -0.0159
H -3.88142 6.89594 1.30229 -0.0539 0.0038 0.0536
C -0.11742 -2.81791 -5.53770 0.2825 -1.1392 -0.7337
C 0.23519 -3.68879 -6.79606 -0.2803 2.1489 0.6505
O -0.20444 -5.01498 -6.88056 -0.3965 -0.3468 0.0426
H -0.05408 -1.78284 -5.87344 0.4003 0.0673 0.2401
H 0.59903 -3.04725 -4.74890 -0.2450 0.3036 0.1758
H -1.13414 -2.92401 -5.15937 0.0372 -0.3736 -0.1554
H 1.31573 -3.65424 -6.93513 0.1890 0.1355 0.0023
H -0.23975 -3.15114 -7.61671 0.2129 0.2211 -0.3076
H -0.39869 -5.02904 -7.82060 -0.2489 -0.9901 0.0849
C 2.38886 3.66206 -2.55953 -0.3339 1.9501 0.3820
C 1.44251 3.77311 -3.74984 2.5121 -2.5941 -1.2830
O 1.55222 4.95234 -4.55117 -1.0510 0.7491 1.0735
H 2.07674 4.52095 -1.96540 0.2731 -0.1459 0.9480
H 3.42452 3.87607 -2.82355 0.0606 -0.0619 -0.3725
H 2.39817 2.73478 -1.98667 -0.5830 0.0200 -0.1998
H 0.44621 3.41059 -3.49674 -0.2098 0.9076 -0.2574
H 1.88970 3.03712 -4.41801 -0.7384 -0.8238 -0.2409
H 2.45660 5.04047 -4.86090 0.0313 -0.1272 0.1386
```
Positions in Å, forces in eV/Å.